1.
Entry from the OMol25 dataset: 7 unconnected molecules or ions with the total composition C3H19NO8 (ωB97M-V with the def2-TZVPD basis set).

## Properties
2S+1 = 1
structure (SMILES) = CCNC(=O)O.O.O.O.O.O.O

Geometry (Å):
1 C -2.85 -0.45 0.84
2 N -1.76 -1.28 0.14
3 C -0.83 -2.01 0.76
4 O 0.15 -2.02 -0.20
5 O -0.89 -2.59 1.86
6 C -2.74 1.14 0.84
7 H -2.70 -0.78 2.06
8 H -3.85 -0.68 0.36
9 H -1.74 -1.23 -0.95
10 H 0.44 -2.85 -0.54
11 H -3.71 1.46 1.23
12 H -1.92 1.33 1.47
13 H -2.63 1.71 -0.12
14 H -1.26 3.12 -2.11
15 H -0.01 2.24 -2.10
16 O -0.90 2.23 -1.96
17 H 1.64 2.86 2.37
18 H 2.53 1.95 1.60
19 O 2.19 2.81 1.52
20 H -0.38 -0.39 -2.74
21 H -1.52 0.48 -2.17
22 O -1.33 -0.41 -2.59
23 H 1.74 1.40 -0.62
24 H 1.52 3.02 -0.40
25 O 1.54 2.30 -0.98
26 H 3.21 -0.48 -0.02
27 H 2.23 -0.64 -1.25
28 O 3.03 -0.23 -0.93
29 H 3.04 -1.91 0.99
30 H 1.81 -1.40 1.92
31 O 2.74 -1.13 1.47

---

2.
Entry from the OMol25 dataset: a single C5H3NO molecule (ωB97M-V with the def2-TZVPD basis set).

## Properties
2S+1 = 1
structure (SMILES) = N#Cc1ccoc1

Geometry (Å):
1 N 3.10 -0.67 -0.04
2 C 2.00 -0.32 -0.03
3 C 0.62 0.04 0.00
4 C 0.08 1.27 0.20
5 O -1.27 1.21 0.18
6 C -1.62 -0.21 -0.04
7 C -0.48 -0.88 -0.15
8 H 0.66 2.19 0.38
9 H -2.62 -0.68 -0.23
10 H -0.46 -1.95 -0.28

---

3.
Entry from the OMol25 dataset: a molecular structure, C8H18NS2 (ωB97M-V with the def2-TZVPD basis set).

## Properties
2S+1 = 1
charge = +1

Geometry (Å):
1 C -2.08 0.13 0.52
2 C -1.92 0.37 1.96
3 C -0.22 2.54 -0.26
4 C 1.54 1.17 -1.09
5 C 0.38 -1.99 -1.55
6 C -0.11 -2.28 0.81
7 C 0.49 1.23 -0.07
8 C 0.43 -1.26 -0.17
9 N -0.40 0.00 -0.28
10 S -3.01 1.06 -0.61
11 S -3.10 -0.99 -0.40
12 H -1.88 -0.45 2.63
13 H -2.72 1.02 2.32
14 H -1.04 1.08 2.19
15 H -0.60 2.90 -1.29
16 H -1.16 2.60 0.34
17 H 0.37 3.36 0.16
18 H 0.99 1.66 -1.88
19 H 1.91 0.18 -1.49
20 H 2.48 1.75 -0.82
21 H 0.68 -3.02 -1.21
22 H -0.64 -1.95 -1.97
23 H 1.05 -1.66 -2.36
24 H -1.08 -2.76 0.40
25 H -0.27 -1.83 1.75
26 H 0.65 -3.02 0.97
27 H 0.76 1.04 0.93
28 H 1.53 -0.99 0.03
29 H -0.65 0.02 -1.31

---

4.
Entry from the OMol25 dataset: a molecular structure, C46H45BClF4IrN6O2S3SeSi (ωB97M-V with the def2-TZVPD basis set).

## Properties
2S+1 = 1

Geometry (Å):
1 Ir 0.01 -0.03 0.21
2 C -3.85 3.27 -2.94
3 C -2.52 3.66 -2.78
4 C -1.79 3.19 -1.70
5 C -2.37 2.33 -0.76
6 C -3.71 1.96 -0.94
7 C -4.44 2.42 -2.02
8 Si -1.40 1.73 0.70
9 C -0.50 3.22 1.44
10 C -1.17 4.00 2.39
11 C -0.57 5.11 2.97
12 C 0.72 5.47 2.61
13 C 1.40 4.72 1.66
14 C 0.79 3.61 1.08
15 H -4.42 3.63 -3.79
16 H -2.05 4.31 -3.51
17 H -0.75 3.48 -1.60
18 H -4.17 1.28 -0.23
19 H -5.47 2.12 -2.14
20 H -2.35 1.32 1.76
21 H -2.18 3.73 2.68
22 H -1.11 5.69 3.71
23 H 1.19 6.33 3.07
24 H 2.40 5.01 1.36
25 H 1.32 3.06 0.32
26 C 4.81 -1.29 1.85
27 C 5.74 -0.15 2.29
28 C 6.91 -0.78 3.06
29 C 5.00 0.74 3.30
30 C 6.27 0.70 1.10
31 O 7.17 1.69 1.64
32 C 7.08 -0.07 0.03
33 C 6.45 -0.70 -1.22
34 C 5.90 -2.10 -1.06
35 C 4.60 -2.42 -1.44
36 C 4.11 -3.71 -1.33
37 C 4.93 -4.70 -0.83
38 Cl 4.33 -6.33 -0.66
39 C 6.25 -4.42 -0.47
40 C 6.72 -3.13 -0.59
41 C 5.25 1.70 0.50
42 N 3.96 1.27 -0.03
43 C 2.81 1.15 0.62
44 N 1.85 0.83 -0.24
45 C 2.48 0.80 -1.45
46 N 3.76 1.06 -1.35
47 H 4.31 -1.70 2.73
48 H 5.38 -2.11 1.39
49 H 4.05 -0.99 1.13
50 H 6.51 -1.47 3.81
51 H 7.50 -0.03 3.59
52 H 7.57 -1.37 2.42
53 H 4.84 0.18 4.22
54 H 4.01 1.06 2.95
55 H 5.58 1.63 3.53
56 H 7.97 1.24 1.94
57 H 7.68 -0.83 0.53
58 H 7.79 0.68 -0.33
59 H 7.26 -0.76 -1.95
60 H 5.70 -0.05 -1.66
61 H 3.96 -1.65 -1.85
62 H 3.10 -3.94 -1.63
63 H 6.89 -5.22 -0.11
64 H 7.75 -2.92 -0.33
65 H 5.75 2.23 -0.32
66 H 5.05 2.44 1.27
67 H 2.67 1.30 1.67
68 H 1.99 0.58 -2.38
69 O -1.12 -1.59 0.02
70 C -2.28 -2.19 0.55
71 C -3.37 -2.16 -0.52
72 C -3.49 -1.23 -1.50
73 C -4.62 -1.45 -2.33
74 C -5.33 -2.55 -1.96
75 S -4.62 -3.33 -0.61
76 C -2.80 -1.55 1.83
77 C -2.19 -1.52 3.05
78 C -2.94 -0.81 4.03
79 C -4.12 -0.33 3.52
80 S -4.31 -0.74 1.88
81 C -1.91 -3.64 0.85
82 C -2.38 -4.49 1.80
83 C -1.81 -5.80 1.70
84 C -0.93 -5.90 0.67
85 S -0.77 -4.42 -0.18
86 H -2.77 -0.44 -1.66
87 H -4.88 -0.83 -3.17
88 H -6.23 -2.96 -2.40
89 H -1.26 -2.03 3.26
90 H -2.64 -0.67 5.06
91 H -4.89 0.23 4.03
92 H -3.11 -4.20 2.54
93 H -2.05 -6.62 2.36
94 H -0.36 -6.77 0.36
95 Se 2.30 -3.74 1.99
96 N 2.15 -3.22 3.66
97 C 1.59 -2.02 3.63
98 C 1.27 -1.21 4.76
99 C 0.66 -0.03 4.52
100 C 0.32 0.38 3.18
101 N 0.60 -0.32 2.12
102 C 1.28 -1.52 2.32
103 N 1.62 -2.28 1.30
104 H 1.51 -1.54 5.76
105 H 0.39 0.64 5.33
106 H -0.20 1.32 3.03
107 F 0.21 1.58 -3.52
108 B -0.36 0.33 -3.33
109 F -0.42 0.15 -1.82
110 F -1.64 0.23 -3.78
111 F 0.48 -0.69 -3.76

---

5.
Entry from the OMol25 dataset: a single C9H11N3O2 molecule (ωB97M-V with the def2-TZVPD basis set).

## Properties
2S+1 = 1
structure (SMILES) = O=NN1CCC[C@H]1c1ccc[n+]([O-])c1

Geometry (Å):
1 O 0.83 -0.18 3.03
2 O -1.77 -3.57 1.32
3 N 1.56 0.17 2.20
4 C -0.38 -0.88 -1.24
5 C -0.78 -2.19 -1.67
6 C -0.55 -0.48 0.14
7 C -1.34 -3.08 -0.86
8 C -1.13 -1.56 0.93
9 N 1.13 1.10 1.26
10 N -1.48 -2.70 0.43
11 C 2.03 1.87 0.37
12 C 1.08 2.05 -0.88
13 C -0.28 1.97 -0.37
14 C -0.27 0.88 0.72
15 H 0.14 -0.24 -1.94
16 H -0.80 -2.51 -2.72
17 H -1.60 -4.07 -1.27
18 H -1.44 -1.41 1.94
19 H 2.12 2.79 0.96
20 H 3.02 1.54 0.05
21 H 1.19 3.07 -1.24
22 H 1.28 1.37 -1.68
23 H -1.00 1.84 -1.14
24 H -0.56 2.92 0.18
25 H -1.01 1.31 1.48

---

6.
Entry from the OMol25 dataset: 8 unconnected molecules or ions with the total composition C32H49F15O19 (ωB97M-V with the def2-TZVPD basis set).

## Properties
2S+1 = 1
structure (SMILES) = CCOC(=O)C(F)(F)F.CCOC(=O)C(F)(F)F.CCOC(=O)C(F)(F)F.CCOC(=O)C(F)(F)F.CCOC(=O)C(F)(F)F.CCOC(=O)OC.CCOC(=O)OC.CCOC(=O)OC

Geometry (Å):
1 C 0.71 -3.30 4.17
2 C 1.65 -3.22 3.00
3 O 0.99 -3.28 1.72
4 C 1.70 -3.05 0.65
5 O 2.83 -2.65 0.59
6 O 0.95 -3.32 -0.41
7 C 1.57 -3.27 -1.67
8 H -0.20 -2.73 4.00
9 H 1.22 -3.13 5.11
10 H 0.47 -4.36 4.35
11 H 2.43 -3.97 3.10
12 H 2.17 -2.26 2.97
13 H 1.96 -2.27 -1.88
14 H 0.86 -3.53 -2.46
15 H 2.45 -3.91 -1.68
16 C -2.97 2.21 -2.82
17 C -4.23 2.46 -2.00
18 O -4.09 2.18 -0.61
19 C -4.09 0.95 -0.19
20 O -3.97 -0.05 -0.86
21 O -4.07 0.94 1.13
22 C -4.08 -0.29 1.83
23 H -2.68 1.16 -2.77
24 H -2.12 2.80 -2.48
25 H -3.12 2.44 -3.87
26 H -5.12 1.98 -2.40
27 H -4.46 3.52 -2.07
28 H -5.06 -0.65 2.13
29 H -3.55 -0.12 2.77
30 H -3.57 -0.99 1.16
31 C 6.04 -1.21 5.16
32 C 4.75 -0.83 4.46
33 O 5.03 -0.02 3.31
34 C 3.99 0.33 2.55
35 O 2.85 0.04 2.76
36 O 4.45 1.07 1.57
37 C 3.52 1.53 0.60
38 H 5.77 -1.78 6.06
39 H 6.56 -0.31 5.48
40 H 6.64 -1.86 4.53
41 H 3.97 -0.40 5.08
42 H 4.26 -1.71 4.04
43 H 2.61 1.94 1.03
44 H 3.24 0.70 -0.06
45 H 3.98 2.31 0.00
46 C -2.24 -2.54 -2.53
47 C -3.14 -3.68 -2.99
48 O -3.64 -3.41 -4.31
49 C -4.53 -4.25 -4.79
50 O -4.92 -5.26 -4.31
51 C -4.96 -3.79 -6.21
52 F -5.19 -4.88 -6.95
53 F -6.09 -3.10 -6.13
54 F -4.02 -3.08 -6.81
55 H -1.32 -2.55 -3.12
56 H -2.03 -2.54 -1.46
57 H -2.74 -1.60 -2.79
58 H -3.94 -3.71 -2.25
59 H -2.62 -4.63 -3.05
60 C -3.51 1.98 7.44
61 C -2.55 0.78 7.56
62 O -1.42 0.93 6.73
63 C -1.53 0.73 5.44
64 O -2.49 0.37 4.84
65 C -0.15 0.91 4.76
66 F 0.65 1.73 5.44
67 F 0.43 -0.27 4.60
68 F -0.29 1.44 3.54
69 H -3.08 2.92 7.77
70 H -4.36 1.81 8.11
71 H -3.90 2.04 6.42
72 H -3.16 -0.12 7.45
73 H -2.22 0.79 8.60
74 C -1.56 4.12 0.82
75 C -0.10 4.02 1.25
76 O 0.47 5.33 1.26
77 C 1.79 5.42 1.19
78 O 2.50 4.47 1.03
79 C 2.25 6.90 1.18
80 F 2.68 7.30 2.37
81 F 3.24 7.06 0.31
82 F 1.23 7.66 0.77
83 H -2.25 4.57 1.53
84 H -1.89 3.08 0.79
85 H -1.69 4.55 -0.17
86 H 0.41 3.37 0.54
87 H -0.03 3.53 2.22
88 C 2.39 0.12 -4.97
89 C 2.50 -1.38 -5.00
90 O 2.08 -1.87 -6.32
91 C 2.92 -1.62 -7.30
92 O 4.01 -1.13 -7.22
93 C 2.48 -2.31 -8.61
94 F 1.19 -2.60 -8.61
95 F 2.79 -1.57 -9.66
96 F 3.14 -3.47 -8.72
97 H 2.41 0.57 -3.98
98 H 1.43 0.33 -5.45
99 H 3.12 0.61 -5.61
100 H 1.85 -1.90 -4.31
101 H 3.50 -1.79 -4.81
102 C -0.37 -0.33 1.14
103 C -0.43 -0.14 -0.38
104 O 0.42 0.92 -0.82
105 C 0.53 1.04 -2.13
106 O 0.16 0.22 -2.92
107 C 1.35 2.26 -2.55
108 F 2.66 1.96 -2.40
109 F 1.13 2.53 -3.83
110 F 1.14 3.35 -1.81
111 H -0.53 -1.37 1.41
112 H -1.20 0.20 1.61
113 H 0.56 0.03 1.60
114 H -1.45 -0.08 -0.77
115 H -0.05 -1.08 -0.78

---

Energy above the lowest of the compared OMol25 structures with the same formula, charge and spin, record by record: 2.788; 0.511; 2.146; 0.000; 5.060; 0.000 eV
F_max, record by record: 5.9; 1.9; 3.2; 1.5; 5.4; 2.6 eV/A
Kohn-Sham gap, record by record: 0.3554; 0.3846; 0.3238; 0.2240; 0.3148; 0.4096 Eh